{
  "formula": "C39H91N13O13",
  "method": "wB97M-V/def2-TZVPD",
  "homo_lumo_gap_ha": 0.324,
  "de_lowest_kj_mol": 1079.3,
  "charge": 0,
  "max_force_ha_per_bohr": 0.0895,
  "symbols": ["C", "O", "N", "C", "C", "H", "H", "H", "H", "H", "H", "H", "C", "O", "N", "C", "C", "H", "H", "H", "H", "H", "H", "H", "C", "O", "N", "C", "C", "H", "H", "H", "H", "H", "H", "H", "C", "O", "N", "C", "C", "H", "H", "H", "H", "H", "H", "H", "C", "O", "N", "C", "C", "H", "H", "H", "H", "H", "H", "H", "C", "O", "N", "C", "C", "H", "H", "H", "H", "H", "H", "H", "C", "O", "N", "C", "C", "H", "H", "H", "H", "H", "H", "H", "C", "O", "N", "C", "C", "H", "H", "H", "H", "H", "H", "H", "C", "O", "N", "C", "C", "H", "H", "H", "H", "H", "H", "H", "C", "O", "N", "C", "C", "H", "H", "H", "H", "H", "H", "H", "C", "O", "N", "C", "C", "H", "H", "H", "H", "H", "H", "H", "C", "O", "N", "C", "C", "H", "H", "H", "H", "H", "H", "H", "C", "O", "N", "C", "C", "H", "H", "H", "H", "H", "H", "H"],
  "xyz": [[-0.355264, -1.422205, -0.293149], [0.598446, -2.116195, -0.714759], [-0.131704, -0.273205, 0.326391], [-1.125074, 0.659035, 0.849241], [1.285126, 0.125915, 0.672181], [-1.425464, -1.630065, -0.446979], [-0.878694, 0.952905, 1.869551], [-2.069734, 0.117465, 0.898481], [-1.294194, 1.545635, 0.238141], [1.140226, 0.968595, 1.348191], [1.876456, -0.714895, 1.034761], [1.764506, 0.356385, -0.279229], [5.703806, 2.407775, 2.434681], [5.155176, 1.776975, 3.314781], [6.938466, 2.950595, 2.443591], [7.466176, 3.739715, 1.301721], [7.878106, 2.806815, 3.612551], [5.159656, 2.611515, 1.499481], [6.681506, 4.026535, 0.601631], [8.212916, 3.238615, 0.685771], [7.856086, 4.714585, 1.594451], [7.632856, 1.949665, 4.239651], [8.920166, 2.741445, 3.299601], [7.892086, 3.752445, 4.154471], [-4.732844, 1.526125, 2.941021], [-3.665214, 1.132715, 2.504391], [-5.207224, 2.757705, 2.667181], [-6.650544, 3.078515, 2.779171], [-4.417484, 3.756345, 1.818961], [-5.345214, 1.022535, 3.704961], [-7.221954, 2.517355, 2.039791], [-6.939814, 4.119515, 2.923181], [-6.956534, 2.697175, 3.753371], [-4.533854, 4.823695, 2.006871], [-3.357464, 3.529715, 1.933391], [-4.646944, 3.444435, 0.800061], [3.902876, -1.458555, -1.363309], [4.033146, -0.458195, -2.134559], [4.460596, -1.462295, -0.110759], [4.252946, -2.639385, 0.800231], [5.218326, -0.414075, 0.485241], [3.378116, -2.377825, -1.666279], [5.156776, -3.235585, 0.925721], [3.383516, -3.211505, 0.476391], [4.154876, -2.327275, 1.839971], [6.249746, -0.762145, 0.540931], [5.049146, 0.434885, -0.177149], [4.826946, -0.108465, 1.455561], [0.569976, -4.492765, -5.799949], [0.062216, -4.610465, -6.909069], [0.491876, -3.418525, -4.983759], [1.153026, -3.502645, -3.605749], [-0.181114, -2.159065, -5.338819], [1.202606, -5.294085, -5.387799], [1.623116, -4.439015, -3.305209], [0.315446, -3.262735, -2.950759], [1.903006, -2.724335, -3.464849], [0.557636, -1.370895, -5.193429], [-0.622274, -2.210395, -6.334229], [-0.995374, -2.091575, -4.617339], [-1.078614, 5.598055, -1.117299], [-0.976784, 6.730775, -0.653039], [-2.273954, 5.110845, -1.492179], [-2.481824, 3.713615, -1.899429], [-3.570824, 5.889665, -1.507219], [-0.224164, 4.940855, -1.341369], [-1.565724, 3.123295, -1.879439], [-2.824934, 3.707155, -2.933999], [-3.317444, 3.314185, -1.324719], [-4.462444, 5.400685, -1.114769], [-3.381654, 6.856685, -1.041189], [-3.829304, 6.191405, -2.522229], [-6.834004, -1.467795, 3.245231], [-7.637744, -0.532055, 3.313521], [-6.069314, -1.761785, 2.181931], [-5.200244, -3.007395, 2.159921], [-5.992764, -0.965325, 0.960341], [-6.706664, -2.215535, 4.043271], [-4.169264, -2.662585, 2.080651], [-5.422754, -3.655395, 1.312171], [-5.421834, -3.621505, 3.032771], [-5.354324, -0.082335, 0.989101], [-5.631104, -1.514175, 0.090821], [-6.950074, -0.517425, 0.693811], [-3.530244, -4.152185, -0.906529], [-3.190204, -3.135565, -0.284879], [-4.394864, -4.230875, -1.873519], [-5.109404, -5.441355, -2.277629], [-5.121424, -3.007405, -2.283749], [-3.263554, -5.195815, -0.678639], [-5.951434, -5.640465, -1.614739], [-4.498064, -6.339535, -2.190289], [-5.618094, -5.237745, -3.219899], [-5.201164, -2.912065, -3.366649], [-6.110624, -2.753415, -1.902879], [-4.516224, -2.147505, -1.996679], [3.953036, -7.916485, -0.277969], [4.710056, -8.804815, 0.166751], [2.601846, -7.985285, -0.363169], [1.773556, -6.763885, -0.629739], [1.853626, -9.158185, 0.060281], [4.261456, -6.903855, -0.580709], [1.039446, -6.904445, -1.423089], [2.288416, -5.864425, -0.967359], [1.219336, -6.521795, 0.277091], [1.282726, -9.362525, -0.845479], [2.520236, -10.012355, 0.179081], [1.181726, -8.886055, 0.874291], [-2.463014, -1.983545, 4.890071], [-3.336454, -2.752175, 5.220101], [-1.448614, -2.193445, 4.021311], [-1.383044, -3.495245, 3.221751], [-0.335354, -1.263085, 3.781271], [-2.499884, -0.911725, 5.139161], [-1.483964, -3.337655, 2.147941], [-2.145064, -4.168065, 3.615131], [-0.455824, -4.057545, 3.332141], [-0.408734, -0.500355, 3.006061], [-0.066464, -0.701645, 4.676031], [0.550656, -1.775635, 3.406611], [3.583166, 4.031805, -2.978549], [3.560956, 3.038855, -3.713769], [3.627966, 3.922665, -1.606409], [3.827266, 5.129325, -0.753219], [3.573286, 2.612065, -0.908069], [3.475826, 5.068605, -3.333139], [4.362816, 5.896745, -1.312119], [4.350956, 4.719735, 0.110551], [2.834646, 5.414465, -0.404659], [4.567986, 2.227885, -0.682049], [2.939176, 2.798555, -0.041339], [3.019336, 1.819085, -1.410489], [0.439916, 4.554755, 2.043921], [-0.157604, 3.595885, 1.493201], [1.447736, 4.440145, 2.890661], [2.437796, 5.516505, 3.310061], [1.761946, 3.178575, 3.552011], [0.265926, 5.607975, 1.774391], [2.197656, 6.459315, 2.818581], [3.406036, 5.190285, 2.930321], [2.661716, 5.571025, 4.375421], [1.024836, 2.439115, 3.239011], [2.820516, 2.934405, 3.463051], [1.675916, 3.154275, 4.638341], [-1.431544, 1.385345, -4.920999], [-1.985984, 0.329545, -4.729499], [-0.251934, 1.802665, -4.481829], [0.309466, 3.134415, -4.828269], [0.631406, 1.020875, -3.594899], [-1.817754, 2.153225, -5.609039], [-0.316054, 4.022725, -4.740379], [0.862266, 3.072285, -5.765639], [1.079926, 3.252555, -4.066339], [0.691496, 1.523315, -2.629479], [0.307616, 0.009205, -3.350409], [1.535016, 0.721145, -4.125689]],
  "atomic_forces_ev_per_a": [[1.210, -0.357, -0.901], [-1.363, 0.277, 0.522], [1.675, 1.422, 1.494], [-1.018, -1.088, -0.245], [-1.490, -0.675, -1.340], [0.195, -0.358, -0.015], [-0.039, 0.169, -0.252], [-0.138, 0.138, 0.074], [0.397, 0.030, -0.020], [0.739, -0.074, -0.120], [-0.323, -0.011, 0.508], [0.196, 0.570, 0.125], [-0.210, 0.312, -0.355], [0.327, -0.128, 0.426], [1.834, 0.268, 0.147], [-0.760, 0.062, -0.017], [-0.475, 0.597, -0.816], [0.154, 0.133, -0.194], [-0.403, -0.386, 0.135], [0.145, -0.329, 0.407], [0.223, -0.179, 0.538], [-0.240, 0.273, -0.132], [-0.148, -0.465, -0.569], [-0.470, -0.113, 0.434], [0.508, 1.101, 0.297], [0.055, -0.546, 0.209], [-0.497, 3.402, -0.816], [0.370, -1.398, 1.568], [0.237, -2.634, 0.138], [-0.109, -0.417, -0.377], [-0.154, 0.508, -0.191], [0.670, 0.177, -0.873], [-0.226, -0.513, 0.017], [-0.759, -0.354, 0.305], [-0.003, -0.079, 0.175], [-0.039, 0.705, -0.347], [1.367, 3.339, -0.901], [-0.646, -2.766, 1.853], [-1.693, -2.844, 0.748], [0.431, 0.795, -0.455], [-0.302, 0.746, -0.921], [0.045, 0.198, 0.305], [0.119, -0.376, -0.826], [0.197, -0.076, 0.084], [-0.754, 0.568, -0.099], [0.237, 0.567, 0.168], [0.785, 0.042, -0.016], [0.041, -0.366, 0.196], [-0.103, 0.329, -0.770], [0.097, 0.223, 0.607], [1.694, -1.201, 0.720], [-1.636, 1.204, -1.112], [0.052, -1.281, 1.007], [-0.069, -0.069, 0.192], [-0.399, -0.258, -0.687], [0.393, -0.154, 0.577], [-0.023, 0.193, -0.299], [-0.358, 0.257, -0.277], [0.425, -0.027, 0.048], [-0.060, 0.716, -0.071], [-1.007, 1.587, 0.192], [0.746, -0.590, -0.095], [-2.143, -1.221, -0.371], [-0.066, 0.877, -0.623], [1.755, 0.912, -0.316], [-0.110, -0.148, 0.262], [-0.112, 0.004, 0.444], [-0.014, -0.053, -0.233], [0.406, -0.405, 0.287], [0.541, -0.401, 0.431], [-0.074, -0.282, 0.492], [0.182, -0.423, -0.381], [-1.032, 0.552, -0.381], [1.010, -0.617, -0.001], [1.366, -1.496, -1.096], [-0.885, 1.292, 0.286], [-0.571, 0.902, -0.313], [-0.049, 0.158, 0.121], [0.024, -0.423, 0.233], [-0.181, 0.394, -0.293], [0.375, 0.375, 0.257], [0.464, -0.171, 0.642], [-0.090, -0.492, 0.411], [-0.379, -0.406, 0.196], [0.833, 0.151, 2.280], [0.031, -1.296, -0.865], [-3.596, 1.544, -2.421], [-0.280, 0.011, 0.839], [1.198, 1.220, -0.499], [0.942, 0.120, 0.602], [-0.105, 0.200, 0.438], [0.197, 0.169, -0.665], [0.752, -0.439, -0.343], [0.105, -0.519, -0.103], [-0.154, -1.015, 0.559], [0.167, -0.136, 0.089], [0.623, -1.145, 1.356], [-1.589, 1.800, -1.232], [0.093, 1.325, -0.046], [0.110, -0.774, 0.140], [0.039, 0.470, -1.632], [0.578, -0.169, -0.113], [-0.056, -0.599, -0.012], [0.729, -0.324, 0.349], [-0.003, 0.111, 0.064], [-0.681, -0.500, 0.283], [-0.049, 0.318, 0.616], [0.188, -0.460, 0.224], [-0.023, 1.193, -0.842], [0.022, -0.505, 0.014], [1.263, -2.026, -1.906], [-0.206, 0.659, 1.064], [0.208, 0.394, 0.116], [0.151, 0.068, 0.609], [-0.387, 0.341, 0.057], [-0.249, 0.313, -0.225], [0.380, 0.482, 0.434], [-1.125, -0.129, -0.106], [-0.034, -0.286, 0.210], [-0.037, -0.607, 0.559], [-0.294, -2.291, 0.615], [-0.020, 1.670, 0.628], [0.263, 0.144, -0.897], [-0.806, -2.022, -0.480], [-0.703, 0.907, -0.348], [0.283, 0.003, -0.046], [-0.092, 0.012, 0.369], [0.425, 0.676, 0.068], [0.101, 0.660, 0.059], [-0.089, 0.203, 0.136], [0.458, -0.055, 0.583], [0.356, 0.359, -0.792], [-0.822, -0.923, -2.110], [0.780, 1.800, 1.335], [2.254, 0.281, 3.036], [-0.580, -1.072, -1.433], [-0.266, -0.437, 0.134], [-0.303, -0.068, -0.189], [-0.134, 0.031, 0.402], [0.093, -0.017, -0.443], [-1.026, 0.143, 0.156], [0.592, -0.218, -0.460], [-0.076, -0.473, -0.858], [-0.475, 0.950, 0.284], [-0.157, 0.553, -1.124], [-0.243, -0.539, 0.459], [1.171, 0.417, 1.063], [0.897, -1.046, 0.761], [-0.675, -0.970, -0.321], [-0.562, 0.084, -0.070], [-0.569, -0.461, -0.282], [-0.274, 0.258, -0.174], [0.127, 0.311, -0.153], [0.796, 0.167, -0.178], [-1.170, 0.182, -0.147], [0.639, 1.099, 0.363]]
}